Density functional theory data (the ωB97M-V functional and the def2-TZVPD basis) for a 2-piece molecular cluster, C23H22NO2 overall.

Last column: Löwdin charge in e.
Atoms and positions in Å:
O: -5.2717 0.8723 1.5378  -0.044
O: 5.2989 0.8769 1.5210  -0.044
N: -0.4879 -3.7587 6.0096  -0.059
C: 1.5940 -7.4340 7.6197  -0.074
C: 3.9968 0.4941 1.5676  -0.218
C: -0.1531 -5.7956 7.3293  -0.243
C: -5.5351 2.2956 1.5490  -0.040
C: -0.3492 -3.3719 4.9063  0.011
C: 3.7238 -0.8999 1.6053  0.030
C: 5.5621 2.3000 1.5447  -0.040
C: 0.0147 -0.9985 1.5862  0.100
C: -0.6679 -8.1400 7.0815  -0.074
C: 2.9236 1.4202 1.5916  0.014
C: 1.3092 -0.4234 1.6131  -0.180
C: 0.6692 -8.4556 7.3587  -0.077
C: -1.5919 0.9660 1.5714  0.020
C: 1.6206 0.9677 1.6382  0.020
C: 1.1778 -6.1027 7.6114  -0.044
C: 2.4241 -1.3299 1.6208  0.010
C: -1.2804 -0.4246 1.5953  -0.181
C: -3.9688 0.4906 1.5712  -0.218
C: -3.6945 -0.9028 1.6203  0.030
C: -1.0806 -6.8074 7.0740  -0.042
C: -2.8964 1.4176 1.5619  0.013
C: -2.3938 -1.3312 1.6306  0.008
C: -0.5974 -4.3612 7.3111  -0.173
H: -1.6458 -4.2770 7.6236  0.128
H: 0.9913 -9.4986 7.3750  0.107
H: -3.1036 2.4925 1.5432  0.115
H: 1.8756 -5.2868 7.8149  0.117
H: -0.8188 1.7215 1.5490  0.093
H: -5.1127 2.7750 2.4467  0.104
H: 2.2091 -2.3977 1.6471  0.129
H: 5.1490 2.7955 0.6518  0.104
H: 4.5671 -1.5907 1.6202  0.135
H: -2.1772 -2.3976 1.6774  0.127
H: -2.1163 -6.5331 6.8657  0.116
H: 6.6494 2.3640 1.5502  0.102
H: -1.3883 -8.9345 6.8744  0.108
H: -6.6224 2.3592 1.5574  0.102
H: 5.1429 2.7719 2.4480  0.104
H: 3.1306 2.4953 1.5796  0.115
H: 0.0064 -3.7603 8.0029  0.128
H: 0.8482 1.7227 1.6903  0.094
H: 2.6369 -7.6783 7.8318  0.107
H: -5.1253 2.7837 0.6505  0.104
H: -4.5358 -1.5945 1.6501  0.135
H: 0.0153 -2.0877 1.5518  0.124

Values from the calculation:
charge	+1
ΔE to the lowest compared entry with this formula, charge and spin	194.5	kJ/mol
multiplicity	1


Density functional theory data (the ωB97M-V functional and the def2-TZVPD basis) for a 2-piece molecular cluster, C23H22NO8S3 overall.

Last column: Löwdin charge in e.
Atoms and positions in Å:
S: -0.2825 -8.0541 1.7417  0.685
S: 2.1642 -7.6342 3.3955  0.683
S: -1.3367 -2.5128 -0.5794  0.663
O: 1.9363 -6.7242 0.8401  -0.189
O: -0.4937 -8.7870 0.5101  -0.338
O: -1.4742 -3.9502 -0.5417  -0.294
O: 5.7770 -0.5619 2.7423  -0.096
O: 3.5232 -8.1093 3.2256  -0.343
O: -1.2631 -1.8170 -1.8386  -0.312
O: 1.8666 -6.5087 4.2619  -0.354
O: -1.2195 -7.0387 2.1827  -0.351
N: 0.0463 -2.0789 0.3640  -0.028
C: 2.4086 -1.8817 0.6831  -0.216
C: -0.0159 -9.2207 3.0841  -0.252
C: 3.3245 -0.6237 2.5557  -0.004
C: -2.6924 -1.8120 0.3588  -0.277
C: 1.8309 -5.2462 0.7769  -0.037
C: -0.5538 -11.1792 4.3757  -0.093
C: -4.4192 -2.0999 2.0140  -0.033
C: 4.8158 -1.6753 0.9092  -0.001
C: 1.2361 -2.4374 0.0111  -0.173
C: 1.4307 -9.8893 4.9019  -0.056
C: -6.1725 -0.3501 2.4268  -0.060
C: 1.3703 -7.3844 1.8176  -0.579
C: 4.6355 -0.9337 2.1046  -0.259
C: 2.2314 -1.0913 1.8317  -0.013
C: 5.7200 0.2047 3.9655  -0.064
C: -3.3015 -2.5910 1.3452  -0.037
C: 1.1160 -9.0188 3.8584  -0.254
C: -4.9479 -0.8420 1.7042  -0.277
C: -4.3218 -0.0696 0.7174  -0.043
C: 0.5884 -10.9729 5.1595  -0.093
C: 3.7196 -2.1228 0.2063  -0.028
C: -0.8618 -10.3024 3.3332  -0.054
C: -3.2029 -0.5490 0.0389  -0.053
H: 5.1960 -0.3425 4.7632  0.097
H: -2.9022 -3.5753 1.5752  0.123
H: -7.0201 -1.0322 2.2733  0.084
H: -1.2119 -12.0260 4.5697  0.095
H: 2.3313 -9.7078 5.4850  0.115
H: 2.4417 -4.9799 -0.0832  0.073
H: -5.9965 -0.2930 3.5097  0.083
H: 0.8338 -11.6547 5.9738  0.095
H: 3.1748 -0.0220 3.4552  0.103
H: 6.7731 0.3297 4.2230  0.088
H: 5.2488 1.1852 3.8031  0.092
H: -2.7281 0.0466 -0.7364  0.111
H: -4.7306 0.9142 0.4777  0.109
H: -6.4586 0.6438 2.0684  0.071
H: 1.2145 -0.8633 2.1509  0.115
H: 1.4585 -3.0698 -0.8672  0.131
H: -1.7371 -10.4438 2.7022  0.116
H: 3.8511 -2.6774 -0.7237  0.119
H: 0.7802 -4.9874 0.6240  0.074
H: 5.8368 -1.8658 0.5824  0.119
H: -4.8996 -2.7066 2.7830  0.120
H: 2.2252 -4.8244 1.7060  0.095

Values from the calculation:
charge	-1
energy	-74580.5164	eV
multiplicity	1


Density functional theory data (the ωB97M-V functional and the def2-TZVPD basis) for C23H23AsFeP as an isolated structure.

Last column: Löwdin charge in e.
Atoms and positions in Å:
As: -0.8432 0.1688 2.1294  1.230
Fe: -0.3338 1.3789 0.3300  0.083
P: 0.1128 2.2367 -1.6821  0.668
C: -0.2198 -3.0644 0.2197  -0.126
C: 2.0582 -2.3919 0.2773  -0.091
C: -2.6779 0.9687 1.7561  -0.395
C: 1.0890 -3.4171 0.5628  -0.110
C: -0.0746 -1.8109 -0.4569  -0.149
C: -0.3830 0.6251 5.0999  -0.100
C: -1.0574 -0.0756 4.0899  -0.399
C: -0.4427 3.2139 2.1692  -0.132
C: -4.6066 1.1029 0.3172  -0.105
C: -1.5871 -0.6794 6.7582  -0.101
C: 0.2936 4.3869 2.3562  -0.089
C: -3.2985 0.6572 0.5324  -0.152
C: 1.3186 -1.4037 -0.4095  -0.156
C: -0.6834 0.3429 6.4452  -0.090
C: -5.2879 1.8409 1.2958  -0.104
C: 1.6894 4.3425 2.4829  -0.095
C: -4.6635 2.1149 2.5213  -0.090
C: 1.6624 1.9114 2.3596  -0.121
C: -1.9340 -1.1298 4.4070  -0.138
C: 0.2360 1.9535 2.2322  -0.477
C: -3.3666 1.6490 2.7705  -0.134
C: -2.2237 -1.4129 5.7459  -0.090
C: 2.3619 3.1077 2.5117  -0.095
H: -6.3080 2.1873 1.0966  0.098
H: -0.7131 2.1787 -2.8564  -0.104
H: -5.1072 0.8729 -0.6255  0.098
H: -2.3974 -1.6957 3.5932  0.093
H: -1.1522 -3.5503 0.5110  0.094
H: 3.4353 3.0995 2.6785  0.100
H: -0.2218 0.9353 7.2390  0.100
H: -1.5319 3.2248 2.1289  0.086
H: 0.3525 1.3909 4.8311  0.094
H: -0.8732 -1.2688 -0.9793  0.075
H: 1.3707 -4.3989 0.9422  0.099
H: -5.1999 2.6853 3.2779  0.099
H: -2.9535 -2.1916 5.9832  0.101
H: -0.3367 3.4572 -1.0613  -0.094
H: 2.1416 0.9347 2.4326  0.101
H: 1.4264 2.5760 -2.1168  -0.115
H: -2.9153 1.8289 3.7405  0.101
H: 1.7378 -0.5033 -0.8636  0.066
H: 2.2638 5.2749 2.5858  0.103
H: -2.7539 0.1068 -0.2299  0.062
H: 3.0994 -2.3353 0.6456  0.101
H: -0.2084 5.3539 2.4020  0.104
H: -1.8041 -0.9142 7.7988  0.097

Values from the calculation:
ΔE to the lowest compared entry with this formula, charge and spin	185.8	kJ/mol
multiplicity	6
⟨S²⟩	8.799


What did the first record say?
Density functional theory data (the ωB97M-V functional and the def2-TZVPD basis) for a 2-piece molecular cluster, C23H22NO2 overall.

Last column: Löwdin charge in e.
Atoms and positions in Å:
O: -5.2717 0.8723 1.5378  -0.044
O: 5.2989 0.8769 1.5210  -0.044
N: -0.4879 -3.7587 6.0096  -0.059
C: 1.5940 -7.4340 7.6197  -0.074
C: 3.9968 0.4941 1.5676  -0.218
C: -0.1531 -5.7956 7.3293  -0.243
C: -5.5351 2.2956 1.5490  -0.040
C: -0.3492 -3.3719 4.9063  0.011
C: 3.7238 -0.8999 1.6053  0.030
C: 5.5621 2.3000 1.5447  -0.040
C: 0.0147 -0.9985 1.5862  0.100
C: -0.6679 -8.1400 7.0815  -0.074
C: 2.9236 1.4202 1.5916  0.014
C: 1.3092 -0.4234 1.6131  -0.180
C: 0.6692 -8.4556 7.3587  -0.077
C: -1.5919 0.9660 1.5714  0.020
C: 1.6206 0.9677 1.6382  0.020
C: 1.1778 -6.1027 7.6114  -0.044
C: 2.4241 -1.3299 1.6208  0.010
C: -1.2804 -0.4246 1.5953  -0.181
C: -3.9688 0.4906 1.5712  -0.218
C: -3.6945 -0.9028 1.6203  0.030
C: -1.0806 -6.8074 7.0740  -0.042
C: -2.8964 1.4176 1.5619  0.013
C: -2.3938 -1.3312 1.6306  0.008
C: -0.5974 -4.3612 7.3111  -0.173
H: -1.6458 -4.2770 7.6236  0.128
H: 0.9913 -9.4986 7.3750  0.107
H: -3.1036 2.4925 1.5432  0.115
H: 1.8756 -5.2868 7.8149  0.117
H: -0.8188 1.7215 1.5490  0.093
H: -5.1127 2.7750 2.4467  0.104
H: 2.2091 -2.3977 1.6471  0.129
H: 5.1490 2.7955 0.6518  0.104
H: 4.5671 -1.5907 1.6202  0.135
H: -2.1772 -2.3976 1.6774  0.127
H: -2.1163 -6.5331 6.8657  0.116
H: 6.6494 2.3640 1.5502  0.102
H: -1.3883 -8.9345 6.8744  0.108
H: -6.6224 2.3592 1.5574  0.102
H: 5.1429 2.7719 2.4480  0.104
H: 3.1306 2.4953 1.5796  0.115
H: 0.0064 -3.7603 8.0029  0.128
H: 0.8482 1.7227 1.6903  0.094
H: 2.6369 -7.6783 7.8318  0.107
H: -5.1253 2.7837 0.6505  0.104
H: -4.5358 -1.5945 1.6501  0.135
H: 0.0153 -2.0877 1.5518  0.124

Values from the calculation:
charge	+1
ΔE to the lowest compared entry with this formula, charge and spin	194.5	kJ/mol
multiplicity	1